(w)
ORCA calculation (ωB97M-V/def2-TZVPD) on C4H6N4 as an isolated structure.

```
! wB97M-V def2-TZVPD RIJCOSX def2/J DEFGRID3
* xyz 0 1
C -1.3673 -0.4493 0.4317
C 1.9972 -0.1792 -0.5925
C 0.7936 1.0406 -0.7700
C -0.2393 0.2003 -0.2224
H -2.2065 1.0297 1.6618
H -3.0088 -0.3067 1.8167
H 2.5938 -0.2029 -1.4929
H 2.7401 0.1829 0.3725
H 1.0631 2.0599 -0.1812
H 0.3768 0.9770 -2.0378
N -2.4024 0.1369 1.1731
N -1.1173 -1.7534 0.3963
N 0.1575 -1.9230 -0.0653
N 0.6195 -0.8127 -0.4901
*
```

For the HOMO-LUMO gap, the calculation gives 8.512 eV. As for the HOMO energy: -8.0 eV.

Mulliken population analysis, charges in e, atoms 1 to 2:
1 C 0.32
2 C -0.42

(x)
ORCA calculation (ωB97M-V/def2-TZVPD) on C4H6N4 as an isolated structure.

```
! wB97M-V def2-TZVPD RIJCOSX def2/J DEFGRID3
* xyz 0 1
C -2.7688 -0.0182 0.0564
C -1.4398 -0.1632 -0.1610
C 0.7190 0.7544 0.0312
C 0.8783 -0.6730 0.0003
H -3.1228 -1.0667 0.7602
H -3.2558 0.8504 -0.4512
H -1.1265 2.1469 0.5705
H 2.7782 1.0747 0.8015
H 2.7629 -0.6639 -0.2677
H -0.6669 -2.2312 -0.4092
N -0.7012 1.1119 -0.3496
N 1.7299 1.5250 0.1340
N 2.0074 -1.3404 -0.2201
N -0.4220 -1.2265 0.3550
*
```

For the HOMO-LUMO gap, the calculation gives 8.271 eV. As for the HOMO energy: -8.9 eV.

Mulliken population analysis, charges in e, atoms 1 to 2:
1 C -0.76
2 C 0.31

What should be chosen as the least stable of them? Choose (x).

(w)
ORCA calculation (ωB97M-V/def2-TZVPD) on one molecule with the formula C4H6N4.

```
! wB97M-V def2-TZVPD RIJCOSX def2/J DEFGRID3
* xyz 0 1
C -0.5349 0.0235 1.6190
C 0.6807 -0.7774 -0.1373
C 1.1089 -0.3293 -1.3276
C -0.7129 -0.1695 0.1413
H -1.4442 -0.0175 2.2193
H -0.1477 1.0448 1.8316
H 1.9919 -0.5225 -1.9750
H -0.2338 0.6184 -2.7193
H -0.3124 1.6796 -0.2155
H -1.4503 -0.9531 0.0195
N 0.4888 -0.9728 2.0269
N 1.1767 -1.2834 1.0473
N 0.1804 0.7005 -1.7590
N -0.7913 0.9585 -0.7711
*
```

For the HOMO-LUMO gap, the calculation gives 8.894 eV. As for the HOMO energy: -8.6 eV.

Mulliken population analysis, charges in e, atoms 1 to 2:
1 C -0.51
2 C 0.57

(x)
ORCA calculation (ωB97M-V/def2-TZVPD) on one molecule with the formula C4H6N4.

```
! wB97M-V def2-TZVPD RIJCOSX def2/J DEFGRID3
* xyz 0 1
C 1.0704 -0.3315 -0.0086
C -0.0255 -0.9864 -0.3568
C -1.0755 -0.1024 -0.5376
C -0.6261 1.1790 -0.1459
H 3.0329 -1.1464 -0.3386
H 2.4883 -1.0060 1.2689
H -0.0423 -2.1282 -0.2708
H -1.1898 2.0256 -0.4450
H 1.4506 1.8988 -0.4281
H -2.7439 0.8817 0.6503
N 2.5704 -0.4287 0.2156
N 0.7571 1.0803 0.0670
N -2.4308 -0.8207 -0.1032
N -3.2358 -0.1150 0.4328
*
```

For the HOMO-LUMO gap, the calculation gives 8.924 eV. As for the HOMO energy: -8.6 eV.

Mulliken population analysis, charges in e, atoms 1 to 2:
1 C 0.08
2 C -0.53

(y)
ORCA calculation (ωB97M-V/def2-TZVPD) on one molecule with the formula C4H6N4.

```
! wB97M-V def2-TZVPD RIJCOSX def2/J DEFGRID3
* xyz 0 1
C -1.3677 0.0875 -0.0904
C 0.7887 1.1030 0.1273
C 2.0961 0.6493 -0.0228
C 2.0037 -0.7633 0.0641
H -2.9505 -1.4250 -0.0521
H -1.1541 -1.8838 0.1122
H -2.7681 1.2559 -0.0593
H 0.3394 2.0522 0.1574
H 2.9818 1.3521 -0.1407
H 2.9001 -1.4671 -0.1013
N -1.8906 -1.1421 0.0983
N -1.7702 1.2805 -0.0251
N 0.0139 0.0254 -0.0008
N 0.7774 -1.1246 -0.0667
*
```

For the HOMO-LUMO gap, the calculation gives 10.061 eV. As for the HOMO energy: -9.2 eV.

Mulliken population analysis, charges in e, atoms 1 to 2:
1 C 0.54
2 C -0.13

What should be chosen as the least stable of them? Choose (x).

(w)
ORCA calculation (ωB97M-V/def2-TZVPD) on one molecule with the formula C4H6N4.

```
! wB97M-V def2-TZVPD RIJCOSX def2/J DEFGRID3
* xyz 0 1
C 0.0943 -1.7379 -1.8129
C -0.0805 -0.6697 -0.9626
C -0.7698 0.4686 0.8708
C 0.6202 0.9268 0.6089
H 1.3274 -2.0211 -2.0430
H -0.6356 -2.5468 -1.9867
H -2.2575 -0.6220 -0.3576
H -1.0075 1.6116 2.4821
H 1.2077 1.9818 2.1514
H 1.8528 -0.1371 -0.9165
N -1.2542 -0.2537 -0.2753
N -1.3863 1.0286 1.7222
N 1.3243 1.8039 0.9250
N 0.9647 0.1672 -0.4059
*
```

For the HOMO-LUMO gap, the calculation gives 9.189 eV. As for the HOMO energy: -8.4 eV.

Mulliken population analysis, charges in e, atoms 1 to 2:
1 C -0.93
2 C 0.37

(x)
ORCA calculation (ωB97M-V/def2-TZVPD) on a 2-piece molecular cluster, C4H6N4 overall.

```
! wB97M-V def2-TZVPD RIJCOSX def2/J DEFGRID3
* xyz 0 1
C -0.9497 -0.2219 0.3838
C -0.6013 1.1979 0.2407
C 2.4911 -0.4573 -0.1008
C 0.4001 -0.5843 -0.2315
H -2.5383 -0.2153 -1.3433
H -1.7714 -1.9806 -0.4074
H -1.0577 -0.4390 1.4393
H -0.3722 1.8363 1.2363
H -1.4445 1.8032 -0.4259
H 3.6507 -0.7281 0.2168
N -2.3556 -0.5605 -0.3386
N 0.7703 0.7413 -0.5065
N 2.1563 0.9048 -0.2705
N 1.6220 -1.2965 0.1076
*
```

For the HOMO-LUMO gap, the calculation gives 9.220 eV. As for the HOMO energy: -9.3 eV.

Mulliken population analysis, charges in e, atoms 1 to 2:
1 C 0.13
2 C -0.48

What should be chosen as the least stable of them? Choose (x).

(w)
ORCA calculation (ωB97M-V/def2-TZVPD) on a 2-piece molecular cluster, C3H8N5 overall.

```
! wB97M-V def2-TZVPD RIJCOSX def2/J DEFGRID3
* xyz 1 1
C 0.0442 1.2624 0.2832
C 1.2144 1.5694 0.9310
C -0.2015 -1.6114 -1.0824
N 1.1939 -1.6529 0.9014
N 1.7459 -2.0789 1.7694
N 0.6769 -1.0742 -0.0081
N -1.0626 1.2009 -0.0551
N -2.2172 0.7902 -0.4516
H 1.6829 2.2612 0.2057
H 1.1049 2.1494 1.8164
H 1.8491 0.7779 1.0680
H 0.2461 -2.3837 -1.6301
H -1.0914 -1.8443 -0.5870
H -0.1873 -0.7126 -1.6825
H -2.1205 -0.1801 -0.7922
H -2.8780 1.5266 -0.6859
*
```

For the HOMO-LUMO gap, the calculation gives 10.002 eV. As for the HOMO energy: -13.7 eV.

Mulliken population analysis, charges in e, atoms 1 to 2:
1 C 0.83
2 C -1.10

(x)
ORCA calculation (ωB97M-V/def2-TZVPD) on C3H8N5 as an isolated structure.

```
! wB97M-V def2-TZVPD RIJCOSX def2/J DEFGRID3
* xyz 1 1
C 0.6425 0.5994 0.0993
C -1.6713 0.1160 0.1702
C 2.2261 0.7369 0.1038
N -1.4535 1.3127 0.3343
N -0.1792 1.6432 0.1785
N 0.0476 -0.5434 -0.0075
N -2.6305 -0.7075 0.0548
N 0.3128 -1.6444 -0.7255
H 2.6430 -0.0865 -0.4864
H 2.4968 1.6418 -0.4334
H 2.5422 0.7155 1.1766
H 0.0204 2.5183 0.6403
H -2.8521 -1.4868 -0.4683
H -3.4063 -0.6106 0.7806
H 1.2319 -1.6057 -1.0368
H 0.0297 -2.5989 -0.3806
*
```

For the HOMO-LUMO gap, the calculation gives 10.319 eV. As for the HOMO energy: -13.4 eV.

Mulliken population analysis, charges in e, atoms 1 to 2:
1 C 0.44
2 C 0.33

What should be chosen as the least stable of them? Choose (w).

(w)
ORCA calculation (ωB97M-V/def2-TZVPD) on an isolated ion of composition C4H8N and charge +1.

```
! wB97M-V def2-TZVPD RIJCOSX def2/J DEFGRID3
* xyz 1 1
C 0.3725 1.7900 -0.3448
C 0.4491 0.4662 -1.0599
C 0.6893 0.4931 0.3877
C -0.6246 -1.6211 0.4323
N -0.5666 -0.2225 0.2702
H 1.1291 2.4271 -0.4698
H -0.5505 2.2508 -0.2187
H 0.7443 -0.1311 -1.8622
H 1.4016 0.2064 1.0640
H -0.2749 -1.9068 1.4188
H -1.5807 -1.9810 0.0429
H 0.1809 -2.1041 -0.1951
H -1.3696 0.3329 0.5346
*
```

For the HOMO-LUMO gap, the calculation gives 11.737 eV. As for the HOMO energy: -16.1 eV.

Mulliken population analysis, charges in e, atoms 1 to 2:
1 C -0.74
2 C 0.10

(x)
ORCA calculation (ωB97M-V/def2-TZVPD) on an isolated ion of composition C4H8N and charge +1.

```
! wB97M-V def2-TZVPD RIJCOSX def2/J DEFGRID3
* xyz 1 1
C 0.8499 0.4372 -1.1314
C 0.3207 -0.0028 0.0287
C 1.1203 0.9205 -2.4447
C -1.6195 -0.3739 1.3762
N -0.1424 -0.4045 1.2822
H 0.1378 0.8353 -2.9503
H 1.4879 1.9351 -2.5424
H 1.8833 0.2135 -2.9938
H -2.0024 -0.7418 2.3164
H -1.7788 0.7026 1.3714
H -2.1846 -0.7764 0.3842
H 0.2493 0.1484 2.0867
H 0.2599 -1.3673 1.4453
*
```

For the HOMO-LUMO gap, the calculation gives 10.509 eV. As for the HOMO energy: -14.3 eV.

Mulliken population analysis, charges in e, atoms 1 to 2:
1 C 0.46
2 C -0.30

(y)
ORCA calculation (ωB97M-V/def2-TZVPD) on a 2-piece molecular cluster, C4H8N overall.

```
! wB97M-V def2-TZVPD RIJCOSX def2/J DEFGRID3
* xyz 1 1
C -0.9041 1.1714 0.3157
C -0.7897 -1.0360 0.3141
C 0.0873 0.0674 0.2976
C 1.5094 0.0390 -0.0908
N -1.1820 0.0972 -0.6331
H -1.6198 1.1537 1.0724
H -0.6250 2.1810 -0.0812
H 0.0463 -2.1201 -0.2488
H -1.4126 -1.4936 1.0759
H 2.1595 -0.1669 0.8035
H 1.9458 0.9037 -0.5295
H 1.6801 -0.8811 -0.6475
H -0.8953 0.0843 -1.6483
*
```

For the HOMO-LUMO gap, the calculation gives 12.604 eV. As for the HOMO energy: -16.2 eV.

Mulliken population analysis, charges in e, atoms 1 to 2:
1 C -0.27
2 C -0.39

What should be chosen as the least stable of them? Choose (y).

(w)
ORCA calculation (ωB97M-V/def2-TZVPD) on an isolated ion of composition C4H8N and charge +1.

```
! wB97M-V def2-TZVPD RIJCOSX def2/J DEFGRID3
* xyz 1 1
C 0.5834 1.1857 -0.0941
C -0.9550 0.1235 0.9688
C 0.0980 -0.1944 -0.0035
C 0.6617 -1.4370 -0.4772
N -0.8959 0.8855 -0.1914
H 0.9476 1.7413 0.7505
H 0.9817 1.5870 -1.0720
H -1.7717 -0.6906 1.1097
H -0.7730 0.7229 1.7475
H 0.0704 -2.3491 -0.1832
H 1.5977 -1.2997 0.0977
H 0.8017 -1.5268 -1.5958
H -1.3465 1.2517 -1.0571
*
```

For the HOMO-LUMO gap, the calculation gives 13.256 eV. As for the HOMO energy: -16.5 eV.

Mulliken population analysis, charges in e, atoms 1 to 2:
1 C -0.37
2 C -0.32

(x)
ORCA calculation (ωB97M-V/def2-TZVPD) on an isolated ion of composition C4H8N and charge +1.

```
! wB97M-V def2-TZVPD RIJCOSX def2/J DEFGRID3
* xyz 1 1
C 0.1322 -0.4956 0.4897
C -0.3708 0.7195 1.2987
C 0.5234 -1.8419 0.3588
C -0.2578 1.2059 -1.4084
N -0.1793 0.5999 -0.1620
H -1.5111 0.6676 1.5877
H 0.2093 1.4458 1.8740
H 0.6773 -2.1872 -0.7228
H -0.0710 -2.4770 1.0567
H 1.5866 -1.6565 0.7110
H 0.4289 0.6709 -1.9577
H 0.1037 2.2974 -1.3196
H -1.2713 1.0511 -1.8062
*
```

For the HOMO-LUMO gap, the calculation gives 11.428 eV. As for the HOMO energy: -15.9 eV.

Mulliken population analysis, charges in e, atoms 1 to 2:
1 C 0.40
2 C -0.37

What should be chosen as the least stable of them? Choose (w).